Record 1
A single C4H6N2S molecule. Source: OMol25; level of theory: the ωB97M-V functional and the def2-TZVPD basis.

Summary:
molecular weight: 114.173 g/mol
E_tot: -663.64469 Ha
E_LUMO: 0.894 eV
structure (SMILES): S[C@@H]1[C@H]2N=CN[C@@H]12
energy relative to the best compared isomer or geometry (same formula, charge and spin): 2.281 eV
highest occupied orbital energy: -8.45 eV
charge: 0

Each line ends with the Mulliken charge.
Element x y z (Å)
C 0.67 0.83 0.05  -0.3411
C -0.09 -0.30 0.89  -0.2526
C -0.53 -1.47 -0.95  -0.1146
C -0.74 0.57 -0.26  -0.0873
H 0.70 3.17 0.06  0.1117
H 1.57 0.49 -0.59  0.2772
H -0.15 -0.18 2.01  0.3742
H 0.17 -2.52 0.78  0.2504
H -0.45 -2.36 -1.65  0.3171
H -1.38 1.44 -0.20  0.4260
N -0.04 -1.58 0.36  -0.1772
N -1.01 -0.37 -1.32  -0.5436
S 1.29 2.29 0.83  -0.2399

---

Record 2
A single CH2S2 molecule. Source: OMol25; level of theory: the ωB97M-V functional and the def2-TZVPD basis.

Summary:
molecular weight: 78.161 g/mol
E_tot: -835.61618 Ha
E_LUMO: -1.181 eV
structure (SMILES): C1SS1
energy relative to the best compared isomer or geometry (same formula, charge and spin): 0.860 eV
highest occupied orbital energy: -9.00 eV
charge: 0

Each line ends with the Mulliken charge.
Element x y z (Å)
C -0.13 0.05 0.45  -0.3458
S -0.78 -0.99 1.84  -0.1212
S -0.24 1.27 1.79  -0.1170
H 1.05 0.03 0.17  0.2459
H -0.66 0.00 -0.50  0.3381

---

Record 3
A 2-piece molecular cluster, C9H14O overall. Source: OMol25; level of theory: the ωB97M-V functional and the def2-TZVPD basis.

Summary:
molecular weight: 138.210 g/mol
E_tot: -426.55109 Ha
E_LUMO: 0.911 eV
structure (SMILES): Cc1ccc(O)cc1.CC
energy relative to the best compared isomer or geometry (same formula, charge and spin): 0.590 eV
highest occupied orbital energy: -8.37 eV
charge: 0

Each line ends with the Mulliken charge.
Element x y z (Å)
C 2.38 -2.16 -1.02  -0.7283
C 3.20 -1.29 -0.06  -0.8631
H 2.01 -3.07 -0.55  0.2505
H 1.55 -1.61 -1.39  0.2247
H 3.01 -2.51 -1.84  0.3182
H 2.64 -0.47 0.36  0.1968
H 3.66 -1.90 0.72  0.3393
H 4.13 -0.90 -0.49  0.3090
C -2.30 0.06 2.42  -1.2916
C 0.17 0.77 -0.38  -0.5086
C -0.68 1.47 -1.25  0.7399
C -0.43 0.15 0.71  -0.0298
C -1.77 0.35 1.02  0.3641
C -2.04 1.56 -1.05  -0.9039
C -2.59 1.01 0.12  -0.5450
O -0.03 2.21 -2.21  -0.5124
H 1.16 0.55 -0.75  0.3713
H 0.21 -0.37 1.41  0.3534
H -2.63 2.20 -1.69  0.2503
H -0.66 2.72 -2.73  0.3030
H -1.58 0.47 3.12  0.3267
H -2.54 -0.96 2.71  0.2809
H -3.66 1.04 0.26  0.3744
H -3.21 0.65 2.54  0.3801

---

Record 4
C4H10O3PS as an isolated structure. Source: OMol25; level of theory: the ωB97M-V functional and the def2-TZVPD basis.

Summary:
molecular weight: 169.162 g/mol
E_tot: -1123.59935 Ha
E_LUMO: 3.707 eV
highest occupied orbital energy: -5.02 eV
charge: -1

Each line ends with the Mulliken charge.
Element x y z (Å)
C -2.22 0.75 0.03  -0.6251
C -0.77 0.78 0.38  0.3361
C -0.04 1.85 0.14  -0.8832
C 2.50 -1.59 -0.08  -0.2467
O 0.18 -2.23 1.11  -0.6704
O 1.31 -3.69 -0.51  -0.6474
O 2.27 -3.34 1.71  -0.6635
P 2.63 -2.04 -1.61  -0.2080
S 1.41 -2.85 0.68  1.0771
H -2.43 -0.12 -0.62  0.2436
H -2.95 0.56 0.92  0.2507
H -2.45 1.66 -0.50  -0.0041
H -2.97 3.97 -0.47  0.0858
H -0.21 -0.10 0.76  0.1875
H -0.38 2.84 -0.02  0.2632
H 1.05 1.96 0.34  0.2494
H 3.11 -0.88 0.45  0.3683
H 3.25 -0.80 -2.09  -0.0366
H -3.28 3.27 -0.63  -0.0766

---

Record 5
C43H42BClInN5O3S3 as an isolated structure. Source: OMol25; level of theory: the ωB97M-V functional and the def2-TZVPD basis.

Summary:
molecular weight: 934.125 g/mol
E_tot: -4032.96531 Ha
E_LUMO: 3.646 eV
energy relative to the best compared isomer or geometry (same formula, charge and spin): 5.814 eV
highest occupied orbital energy: -1.84 eV
charge: -2

Each line ends with the Mulliken charge.
Element x y z (Å)
In -0.82 -0.65 -0.03  0.8463
C -0.28 -1.69 -3.55  -0.9060
N 0.14 -1.89 -2.18  0.2120
C 1.31 -2.36 -1.96  0.0163
C 1.82 -2.65 -0.66  0.0166
C 3.08 -3.17 -0.33  -0.9511
C 3.10 -3.28 1.05  -0.6403
C 1.84 -2.82 1.49  -0.6142
N 1.07 -2.45 0.47  -0.1369
C -1.30 -2.71 -4.02  0.7264
C -1.42 -2.99 -5.38  -0.5087
C -2.37 -3.89 -5.83  -0.5261
C -3.20 -4.54 -4.93  -0.3866
C -3.08 -4.27 -3.58  -0.6343
C -2.14 -3.36 -3.12  -0.0498
H 0.58 -1.71 -4.24  0.3369
H -0.74 -0.71 -3.63  -0.1138
H 1.98 -2.57 -2.80  0.2919
H 3.87 -3.41 -1.03  0.4063
H 3.91 -3.63 1.68  0.4989
H 1.49 -2.74 2.51  0.5531
H -0.77 -2.48 -6.08  0.3428
H -2.46 -4.09 -6.90  0.3581
H -3.94 -5.25 -5.29  0.3503
H -3.73 -4.77 -2.87  0.3641
H -2.05 -3.13 -2.07  0.2883
S -1.37 1.71 -2.42  -0.2768
C -0.14 3.01 -2.52  -0.8978
N 0.91 3.32 -3.38  0.1801
C 1.19 4.74 -3.31  -0.6206
C 1.44 5.15 -1.84  -0.9742
N 0.33 4.80 -0.96  0.8749
C -0.29 5.81 -0.13  -2.1746
C -1.02 6.89 -0.91  0.3209
C -0.59 8.21 -0.88  -0.1149
C -1.27 9.20 -1.58  -0.6987
C -2.39 8.87 -2.33  -0.3145
C -2.81 7.55 -2.39  -0.8652
C -2.13 6.56 -1.68  -0.0431
C -0.42 3.73 -1.43  0.4519
S -1.76 2.83 -0.70  0.0160
C 1.04 2.65 -4.66  -1.4690
C 0.17 3.20 -5.77  0.8328
C 0.73 3.99 -6.78  -0.3313
C -0.05 4.49 -7.81  -0.6134
C -1.40 4.21 -7.85  -0.3243
C -1.98 3.44 -6.85  -0.8623
C -1.20 2.94 -5.82  0.0365
H 0.35 5.34 -3.70  0.3084
H 2.09 4.97 -3.89  0.4448
H 1.60 6.23 -1.79  0.4460
H 2.34 4.64 -1.49  0.4049
H 0.48 6.27 0.50  0.6731
H -0.98 5.30 0.54  0.3863
H 0.28 8.47 -0.28  0.3836
H -0.93 10.23 -1.53  0.3668
H -2.93 9.64 -2.86  0.3610
H -3.68 7.28 -2.97  0.3997
H -2.47 5.53 -1.73  0.3915
H 0.80 1.60 -4.48  0.3296
H 2.09 2.72 -4.97  0.4998
H 1.79 4.20 -6.75  0.3239
H 0.41 5.09 -8.59  0.3587
H -2.01 4.59 -8.67  0.3592
H -3.04 3.22 -6.88  0.4114
H -1.65 2.33 -5.04  0.3116
Cl -3.46 0.09 -1.28  -0.6536
C -2.69 -0.82 3.58  -0.9502
C -1.39 -0.20 4.05  0.7449
O -1.10 -0.02 5.20  -0.5737
O -0.65 0.14 2.98  -0.0254
H -3.21 -1.27 4.42  0.3250
H -2.49 -1.56 2.80  0.1646
H -3.30 -0.04 3.13  0.2618
C 3.15 -3.14 8.42  -0.9954
C 4.59 -2.86 8.78  0.6459
O 5.10 -3.28 9.80  -0.6070
S 5.57 -1.88 7.68  -0.2034
C 4.44 -1.20 6.51  -0.2839
C 3.48 -0.25 6.91  -0.2395
C 2.59 0.27 6.01  -0.7210
C 2.62 -0.11 4.62  0.4920
C 3.69 -0.96 4.22  -0.8822
C 4.55 -1.50 5.15  -0.1823
C 1.65 0.38 3.79  0.0565
C 0.60 0.82 3.21  -0.8019
H 2.86 -4.09 8.88  0.3362
H 2.99 -3.17 7.35  0.3327
H 2.51 -2.36 8.83  0.2653
H 3.45 0.07 7.94  0.4603
H 1.85 0.99 6.33  0.4084
H 3.79 -1.21 3.17  0.4850
H 5.32 -2.19 4.82  0.3873
B 0.15 4.78 2.36  0.2751
C 0.32 3.23 2.47  0.2936
N 0.45 2.09 2.60  0.0510
H 1.00 5.24 1.64  -0.0878
H -0.97 5.02 1.97  -0.0583
H 0.29 5.13 3.51  -0.1530

---

no.,Kohn-Sham gap (eV)
1,9.3
2,7.8
3,9.3
4,8.7
5,5.5